ORCA calculation (the ωB97M-V functional and the def2-TZVPD basis) on C23H17N4O2Yb as an isolated structure in a non-equilibrium geometry.

For the lowest unoccupied orbital energy (spin up / spin down), the calculation gives -0.7 / -0.7 eV. For the HOMO energy (spin up / spin down), the calculation gives -6.54 / -6.55 eV. Its spin multiplicity is 2. The total charge is 0.

Atoms and positions in Å:
Yb 0.2387 0.8069 -0.1555
O 2.6047 -2.9981 -1.0344
C 2.0706 -1.9199 -0.9828
N 0.9134 -1.5534 -0.3688
C 0.1753 -2.4683 0.3085
C 0.0879 -3.8194 -0.0507
C -0.9234 -4.5692 0.4799
C -1.6992 -4.0954 1.5973
C -1.6577 -2.8294 2.0228
C -0.7902 -1.9211 1.3043
N -0.8767 -0.5633 1.4117
C -1.2005 -0.1201 2.6464
O -1.3264 -0.5391 3.7929
C -1.1212 1.3855 2.6955
C -1.7628 2.1000 3.8129
C -1.5327 3.5225 3.9068
C -0.8071 4.1788 2.8890
C -0.3183 3.4407 1.8133
N -0.4507 2.1550 1.7704
C 2.6936 -0.8005 -1.8005
C 3.6993 -0.9484 -2.7992
C 4.3875 0.1620 -3.2033
C 4.0231 1.4507 -2.8293
C 2.8359 1.6305 -2.1300
N 2.2618 0.5392 -1.5421
H 0.6864 -4.2440 -0.7972
H -1.0986 -5.4784 -0.0780
H -2.3605 -4.7845 2.0196
H -2.2737 -2.4043 2.8887
H -2.4614 1.5301 4.3671
H -1.9680 4.0038 4.8044
H -0.5737 5.2490 2.9573
H 0.1320 3.9355 0.9200
H 3.9420 -1.8888 -3.2522
H 5.2464 -0.0513 -3.7901
H 4.5335 2.2551 -3.2451
H 2.4487 2.6201 -1.9204
C -2.1360 -0.4079 -1.5206
C -2.4965 0.7728 -0.8657
C -1.9565 1.8523 -1.5980
C -0.9969 1.2927 -2.5236
C -1.1996 -0.0941 -2.5140
H -2.3105 -1.4047 -1.2821
H -3.2878 0.8869 -0.1864
H -2.1987 2.9184 -1.5435
H -0.6532 1.9168 -3.2831
H -0.5419 -0.7018 -3.1120


ORCA calculation (the ωB97M-V functional and the def2-TZVPD basis) on C23H18BBaBrF4N2O as an isolated structure.

For the lowest unoccupied orbital energy, the calculation gives -0.6 eV. For the energy above the lowest of the compared OMol25 structures with the same formula, charge and spin, the calculation gives 0.00 kJ/mol. For the HOMO energy, the calculation gives -7.77 eV. The total charge is 0.

Atoms and positions in Å:
Ba 1.2740 0.0163 1.1739
Br -5.7995 3.6907 0.2905
C -4.0453 3.1147 0.7280
C -3.6032 3.1938 2.0579
C -2.3415 2.7810 2.3852
C -1.4377 2.2452 1.4182
O -0.2896 1.8229 1.7964
C -1.9026 2.1961 0.0686
C -1.1157 1.7681 -1.0586
N 0.0719 1.2659 -1.0638
C 0.6636 1.0603 -2.3270
C 0.5189 1.9396 -3.3719
C 1.1096 1.6904 -4.6293
C 1.8565 0.5719 -4.8397
C 2.0744 -0.3374 -3.7755
C 2.8704 -1.4961 -3.9172
C 3.0795 -2.3083 -2.8435
C 2.5002 -1.9547 -1.6089
N 1.7373 -0.9002 -1.4447
C 1.5007 -0.0858 -2.5108
C -3.2097 2.6383 -0.2390
H -4.2689 3.5859 2.8158
H -1.9800 2.8381 3.4040
H -1.6241 1.8961 -2.0212
H -0.0404 2.8542 -3.2249
H 0.9659 2.4066 -5.4276
H 2.3101 0.3724 -5.8023
H 3.3118 -1.7121 -4.8828
H 3.6898 -3.1985 -2.9010
H 2.6994 -2.5582 -0.7300
H -3.5433 2.5949 -1.2693
C -1.3288 -1.0214 4.1786
C -1.1293 -1.5361 2.7806
C -0.2045 -2.5385 2.4927
C -0.0371 -3.0068 1.1917
C -0.7871 -2.4678 0.1550
C -1.7192 -1.4704 0.4302
C -1.8907 -1.0164 1.7293
H -2.2623 -1.4070 4.5930
H -1.3895 0.0678 4.1819
H -0.5164 -1.3269 4.8366
H 0.4032 -2.9471 3.2913
H 0.6997 -3.7751 0.9946
H -0.6515 -2.8191 -0.8593
H -2.3106 -1.0407 -0.3682
H -2.6089 -0.2302 1.9317
F 3.2148 -1.9668 1.4727
B 3.7995 -1.1142 2.4714
F 2.8157 -0.9778 3.4872
F 4.9889 -1.5692 2.9255
F 3.8815 0.1717 1.8343


ORCA calculation (the ωB97M-V functional and the def2-TZVPD basis) on C23H18BrCoN4O4S as an isolated structure in a non-equilibrium geometry.

For the lowest unoccupied orbital energy (spin up / spin down), the calculation gives -4.2 / -4.2 eV. For the energy above the lowest of the compared OMol25 structures with the same formula, charge and spin, the calculation gives 81.92 kJ/mol. For the HOMO energy (spin up / spin down), the calculation gives -10.57 / -10.64 eV. Its spin multiplicity is 2. The total charge is +1.

Atoms and positions in Å:
Co -0.2536 0.3326 0.3021
O 2.1452 2.1200 5.8149
C 1.6060 1.7838 4.6437
C 1.3606 2.6860 3.6079
C 0.8125 2.2147 2.4381
N 0.4901 0.9316 2.2334
C 0.6950 0.0907 3.2469
Br 0.1013 -1.6813 3.0030
C 1.2511 0.4493 4.4525
H 2.3510 3.0587 5.8703
H 1.5849 3.7387 3.7240
H 0.6022 2.8880 1.6171
H 1.4046 -0.2684 5.2448
O -1.2412 -1.2732 -0.1526
N -2.3128 -1.6693 0.5128
C -2.6409 -2.9759 0.4898
C -3.7466 -3.4344 1.1519
C -4.5426 -2.5246 1.8509
C -4.1937 -1.1948 1.8642
C -3.0463 -0.7531 1.1950
S -2.4988 0.8700 1.2149
H -1.9827 -3.6075 -0.0869
H -3.9901 -4.4854 1.1165
H -5.4212 -2.8621 2.3830
H -4.7795 -0.4547 2.3889
O 6.2709 -4.2805 0.6827
C 4.9483 -4.3054 0.9038
O 4.4303 -5.2759 1.3746
C 4.1497 -3.0943 0.5244
C 4.6906 -1.8159 0.4108
C 3.8818 -0.7365 0.1150
C 2.5102 -0.9180 -0.0906
C 1.9691 -2.2022 0.0349
C 2.7787 -3.2712 0.3413
N 1.6406 0.1274 -0.3907
C 2.0180 1.1546 -1.0663
C 1.0957 2.2180 -1.3169
C 1.4078 3.3134 -2.1252
C 0.4565 4.2841 -2.3466
C -0.7938 4.1481 -1.7543
C -1.0360 3.0339 -0.9675
N -0.1233 2.0956 -0.7475
H 6.5693 -3.4732 0.2540
H 5.7434 -1.6376 0.5936
H 4.2979 0.2633 0.0886
H 0.9050 -2.3291 -0.1278
H 2.3749 -4.2679 0.4541
H 3.0130 1.1892 -1.5008
H 2.3910 3.3716 -2.5745
H 0.6681 5.1356 -2.9791
H -1.5699 4.8848 -1.8999
H -1.9985 2.8856 -0.4948


ORCA calculation (the ωB97M-V functional and the def2-TZVPD basis) on C23H18Cl2IrN5O7S3 as an isolated structure in a non-equilibrium geometry.

For the lowest unoccupied orbital energy (spin up / spin down), the calculation gives -3.7 / -5.8 eV. For the energy above the lowest of the compared OMol25 structures with the same formula, charge and spin, the calculation gives 87.41 kJ/mol. For the HOMO energy (spin up / spin down), the calculation gives -11.22 / -11.12 eV. Its spin multiplicity is 2. The total charge is +1.

Atoms and positions in Å:
Ir -0.0540 -0.7201 -0.7480
C 1.5179 2.8199 -2.9430
C 1.4206 1.7397 -1.9251
N 0.7497 0.6477 -2.0993
N 0.3167 0.3433 -3.3986
C 0.2032 -0.9760 -3.6589
N -0.1819 -1.3402 -4.8686
S 0.5798 -2.1504 -2.4709
C 2.1815 1.8474 -0.6709
C 2.6804 3.0403 -0.1799
C 3.5272 2.9774 0.9216
C 3.8450 1.7396 1.4458
C 3.2671 0.5970 0.8903
N 2.4460 0.6565 -0.1375
H 1.1730 2.5219 -3.9272
H 2.5428 3.1776 -3.0184
H 0.8993 3.6535 -2.5968
H -0.3599 0.9758 -3.8076
H -0.2800 -0.6788 -5.6234
H -0.3787 -2.3090 -5.0608
H 2.4090 3.9880 -0.6237
H 3.9343 3.8819 1.3518
H 4.5182 1.6419 2.2858
H 3.4560 -0.3873 1.3056
O -0.9341 -1.3221 2.4160
S 0.4921 -1.2224 2.3799
O 1.2911 -2.1976 3.0544
O 0.9967 -1.2541 0.9050
C 0.9213 0.3727 3.0413
C 1.9314 0.3765 3.9943
C 2.2886 1.5550 4.6322
C 1.6291 2.7315 4.3127
C 0.6235 2.7269 3.3566
C 0.2548 1.5537 2.7112
S -1.0647 1.7218 1.4961
O -2.2774 1.1754 2.0064
O -1.0307 3.1065 1.1171
O -0.5158 0.9464 0.3106
H 2.4178 -0.5541 4.2510
H 3.0674 1.5433 5.3829
H 1.8862 3.6573 4.8101
H 0.1105 3.6420 3.0964
Cl -3.9860 0.2535 -3.5341
C -3.8028 -1.0273 -2.3970
C -4.8467 -1.9529 -2.2040
C -4.7012 -2.9939 -1.3326
Cl -5.9883 -4.1244 -1.1257
C -3.4940 -3.1752 -0.6068
C -3.2072 -4.2500 0.2622
C -1.9715 -4.3352 0.8379
C -1.0145 -3.3369 0.6036
N -1.2739 -2.3054 -0.1679
C -2.4854 -2.2202 -0.7979
C -2.6348 -1.1412 -1.6903
O -1.6261 -0.2631 -1.8029
H -5.7659 -1.8319 -2.7596
H -3.9594 -5.0040 0.4473
H -1.7070 -5.1525 1.4922
H -0.0361 -3.3856 1.0589


Which value of total charge does entry 3 give? +1